Entry 1:
The following is a DFT calculation (the ωB97M-V functional and the def2-TZVPD basis) of 9 unconnected molecules or ions with the total composition C4H24O9 at a distorted geometry.

The geometry in XYZ format:
```
37
Properties=species:S:1:pos:R:3
O -0.012 3.877 0.555
O 2.539 -2.214 1.102
O -3.232 -0.406 -3.056
O -0.149 -3.882 -2.534
O 0.703 -0.141 2.305
O 2.471 3.107 2.035
O -1.707 2.322 3.149
O -2.098 2.496 0.091
O -2.150 -0.144 2.347
C 1.503 -1.406 -2.402
C 1.305 0.057 -2.631
C 0.929 -2.101 -1.461
C 0.850 -3.581 -1.516
H 0.603 4.537 0.864
H 0.556 -1.662 -0.512
H 1.480 2.863 2.264
H 3.121 -2.781 0.492
H -3.850 0.007 -2.486
H 0.620 -4.294 -0.876
H 1.747 -3.999 -1.942
H -2.965 2.782 0.316
H 2.705 -2.782 1.853
H -0.150 -0.303 1.916
H 0.806 0.402 -1.763
H 2.925 2.348 1.679
H 0.402 3.044 0.508
H 1.246 -0.582 1.660
H -1.740 3.366 0.075
H -2.122 0.618 1.679
H 1.883 -2.105 -3.347
H -0.940 2.487 2.550
H 2.357 0.614 -2.693
H -1.373 1.547 3.702
H -0.902 -3.237 -2.438
H -2.496 0.286 3.083
H -3.096 -1.365 -2.967
H 0.728 0.289 -3.522
```

Computed properties:
Structure (SMILES): C/C=C/CO.O.O.O.O.O.O.O.O

Löwdin atomic charge list, values in e, 4 entries: -0.028 -0.071 -0.051 -0.107

=====

Entry 2:
The following is a DFT calculation (the ωB97M-V functional and the def2-TZVPD basis) of C6H7N in the gas phase at a distorted geometry.

The geometry in XYZ format:
```
14
Properties=species:S:1:pos:R:3
N 0.864 -2.330 -0.108
C 0.981 1.241 -0.616
C 0.185 -0.374 1.346
C 0.495 -1.166 0.130
C 0.036 0.239 -0.063
C -1.311 0.286 -0.499
C -2.526 0.329 -0.431
H 0.578 2.276 -0.614
H 1.053 -0.073 1.840
H 1.844 1.306 0.124
H 1.103 0.955 -1.676
H -3.558 0.421 -0.335
H 0.984 -2.673 -1.031
H -0.729 -0.437 1.932
```

Computed properties:
Structure (SMILES): [H]/N=C1/C[C@]1(C)C#C

Löwdin atomic charge list, values in e, 4 entries: 0.179 -0.033 0.001 -0.298

=====

Entry 3:
The following is a DFT calculation (the ωB97M-V functional and the def2-TZVPD basis) of a gas-phase ion, C5H12NO2 (charge -1) at a distorted geometry.

The geometry in XYZ format:
```
20
Properties=species:S:1:pos:R:3
O 2.815 -1.281 2.516
O -2.023 2.221 -2.246
N 0.925 -0.326 1.484
C -0.120 0.398 -0.557
C -1.955 0.759 -2.428
C 1.519 -1.281 2.550
C -1.537 0.095 -1.143
C 0.660 -0.769 0.128
H -1.154 0.572 -3.187
H -2.454 -0.041 -0.583
H 1.482 0.556 1.523
H 0.930 -2.265 2.236
H -1.436 2.321 -1.470
H -1.327 -0.968 -1.380
H -2.941 0.562 -2.906
H 1.110 -0.984 3.526
H 1.496 -0.867 -0.556
H -0.284 1.273 0.032
H 0.502 0.560 -1.450
H 0.232 -1.763 0.058
```

Computed properties:
Total charge: -1
Structure (SMILES): [O-]CNCCCCO

Löwdin atomic charge list, values in e, 4 entries: -0.324 -0.121 -0.095 -0.186

=====

Computed electronic energy, in the same sequence as the records: -843.82601, -287.42269, -402.87076 Eh.
Computed relative energy (zero: lowest compared OMol25 entry of this formula, charge and spin), in the same sequence as the records: 102.6, 103.3, 99.6 kcal per mole.
Computed frontier orbital gap, in the same sequence as the records: 9.68, 9.76, 5.87 eV.